a.
{"formula": "C3H5NO2S", "method": "wB97M-V/def2-TZVPD", "spin_multiplicity": 1, "lumo_energy_ha": -0.0301, "gap_ev": 8.80, "homo_energy_ev": -9.62, "species": ["C", "C", "C", "N", "O", "O", "S", "H", "H", "H", "H", "H"], "positions_angstrom": [[1.68486, 0.15402, 0.05076], [1.38368, 1.54544, -0.01820], [0.32633, -1.20048, -0.00161], [0.05502, 1.87763, -0.01692], [2.24182, 2.43824, 0.02798], [3.18790, -1.72602, -0.00876], [3.23763, -0.28551, 0.06242], [-0.22587, -1.24388, 0.98595], [1.02246, -2.01346, -0.29022], [-0.13133, -0.68701, -0.76915], [-0.60019, 1.13790, -0.37513], [-0.20666, 2.82950, 0.22081]]}


b.
{"formula": "C3H5NO2S", "method": "wB97M-V/def2-TZVPD", "spin_multiplicity": 1, "lumo_energy_ha": 0.0119, "smiles": "C[C@@H]1OC(=O)NS1", "gap_ev": 9.41, "homo_energy_ev": -9.09, "species": ["C", "C", "C", "H", "H", "H", "H", "H", "N", "O", "O", "S"], "positions_angstrom": [[-1.07988, -1.02135, -0.24648], [-0.35923, 0.22136, -0.92318], [1.52698, 0.47752, 0.39423], [-1.02709, -0.86872, 0.90302], [-0.36052, -1.99106, -0.59810], [-2.11215, -1.36155, -0.68624], [-0.64939, 0.29535, -2.01043], [0.67931, 1.45093, 1.97485], [0.42797, 0.97376, 1.10262], [2.63573, 0.18941, 0.85360], [1.03048, -0.03371, -0.78068], [-0.71221, 1.66806, 0.01678]]}


Most stable structure: b


a.
{"formula": "C3H5NO2S", "method": "wB97M-V/def2-TZVPD", "spin_multiplicity": 1, "lumo_energy_ha": 0.0150, "gap_ev": 9.83, "homo_energy_ev": -9.43, "species": ["C", "C", "C", "N", "O", "O", "S", "H", "H", "H", "H", "H"], "positions_angstrom": [[-1.05036, -1.21490, -0.02005], [0.96743, -0.25717, 0.69928], [1.29441, 0.74202, -0.35452], [0.10327, -1.15074, 0.69953], [-1.28230, -0.41101, -1.25445], [-1.86570, 1.45158, 0.44218], [-2.28261, 0.15735, 0.01504], [-1.60043, -2.16843, -0.12963], [1.69221, -0.29123, 1.55249], [1.16720, 1.74207, 0.03353], [0.54685, 0.74320, -1.05138], [2.31003, 0.65727, -0.63202]]}


b.
{"formula": "C3H5NO2S", "method": "wB97M-V/def2-TZVPD", "spin_multiplicity": 1, "lumo_energy_ha": -0.0269, "smiles": "C=C(C)N=S(=O)=O", "gap_ev": 9.07, "homo_energy_ev": -9.81, "species": ["C", "C", "C", "N", "O", "O", "S", "H", "H", "H", "H", "H"], "positions_angstrom": [[-0.67921, 0.47284, -0.01622], [-0.03077, 1.14382, 0.95192], [-0.21648, -0.87839, -0.55176], [-1.95585, 0.88546, -0.57826], [-4.35918, 0.05580, -0.76912], [-3.02632, -0.86137, 1.05440], [-3.15747, 0.05344, -0.01981], [0.88300, 0.80208, 1.32100], [-0.45273, 1.98570, 1.47790], [-1.11002, -1.18967, -1.03748], [-0.00693, -1.59363, 0.33337], [0.62443, -0.88685, -1.21397]]}


Most stable structure: a


a.
{"formula": "C4H8O2", "method": "wB97M-V/def2-TZVPD", "spin_multiplicity": 1, "lumo_energy_ha": 0.0310, "smiles": "CC(=O)CCO", "gap_ev": 10.79, "homo_energy_ev": -9.95, "species": ["C", "C", "O", "C", "C", "O", "H", "H", "H", "H", "H", "H", "H", "H"], "positions_angstrom": [[-0.30371, -0.26199, -2.03773], [-0.50242, -0.37934, -0.55282], [-1.59641, -0.62299, -0.07177], [0.72285, -0.13014, 0.31794], [0.34528, 0.65530, 1.57206], [-0.55320, -0.05270, 2.38283], [-0.00144, 0.76767, -2.26230], [0.51926, -0.91658, -2.34205], [-1.21492, -0.50679, -2.58648], [1.15898, -1.09127, 0.62463], [1.49428, 0.40984, -0.24598], [-0.06038, 1.63449, 1.26308], [1.25533, 0.84096, 2.15292], [-1.26350, -0.34645, 1.78564]]}


b.
{"formula": "C4H8O2", "method": "wB97M-V/def2-TZVPD", "spin_multiplicity": 1, "lumo_energy_ha": 0.0300, "gap_ev": 9.64, "homo_energy_ev": -8.82, "species": ["C", "C", "C", "O", "C", "O", "H", "H", "H", "H", "H", "H", "H", "H"], "positions_angstrom": [[-0.98507, 1.35151, -0.09731], [-0.31705, 0.11192, -0.57648], [1.06931, -0.29494, 0.87184], [0.22133, 0.10633, -1.76198], [-0.25519, -1.19064, 0.03833], [0.19643, -2.11652, -0.71760], [-0.29689, 2.20239, -0.08650], [-1.79470, 1.58733, -0.79480], [-1.40937, 1.21637, 0.90032], [1.43426, -1.20955, 1.33820], [0.79563, 0.43491, 1.63683], [1.84428, 0.08197, 0.20114], [0.41910, -0.90172, -1.84625], [-0.92208, -1.37939, 0.89426]]}


Most stable structure: a


a.
{"formula": "C4H8O2", "method": "wB97M-V/def2-TZVPD", "spin_multiplicity": 1, "lumo_energy_ha": 0.0385, "smiles": "C[C@@H](O)[C@H]1CO1", "gap_ev": 11.35, "homo_energy_ev": -10.31, "species": ["C", "C", "O", "C", "C", "O", "H", "H", "H", "H", "H", "H", "H", "H"], "positions_angstrom": [[1.40136, -0.56780, 0.85557], [0.49735, 0.45770, 0.20798], [1.32477, 1.40352, -0.44289], [-0.51961, -0.09677, -0.74734], [-1.86173, -0.44992, -0.30052], [-1.63359, 0.80403, -0.90764], [2.01836, -1.07686, 0.10927], [2.06727, -0.05884, 1.55783], [0.81329, -1.31607, 1.39536], [-0.13453, 0.94469, 0.97123], [0.74284, 2.02710, -0.89857], [-0.14868, -0.51591, -1.68147], [-2.09935, -0.41097, 0.75940], [-2.46777, -1.14388, -0.87821]]}


b.
{"formula": "C4H8O2", "method": "wB97M-V/def2-TZVPD", "spin_multiplicity": 1, "lumo_energy_ha": 0.0230, "smiles": "C[C@H]1C(=O)[C@H]1O.[H][H]", "gap_ev": 10.03, "homo_energy_ev": -9.41, "species": ["C", "C", "C", "O", "C", "O", "H", "H", "H", "H", "H", "H", "H", "H"], "positions_angstrom": [[1.72360, -0.32436, -0.27988], [0.48490, -0.14515, 0.55051], [-0.55076, 0.64236, -0.09243], [-0.67954, 1.42231, -1.01466], [-0.96081, -0.72780, 0.13495], [-1.20592, -1.37825, -1.05855], [2.12565, -1.33337, -0.17289], [1.48080, -0.14319, -1.33151], [2.48150, 0.40620, 0.01714], [0.57904, -0.20612, 1.63604], [-1.36137, 1.61816, 1.51299], [-1.40550, 1.97702, 0.86755], [-1.49682, -1.12459, 0.99684], [-1.31411, -0.65856, -1.70427]]}


c.
{"formula": "C4H8O2", "method": "wB97M-V/def2-TZVPD", "spin_multiplicity": 1, "lumo_energy_ha": 0.0256, "smiles": "CC(=O)O.C=C", "gap_ev": 11.16, "homo_energy_ev": -10.46, "species": ["C", "C", "C", "C", "H", "H", "H", "H", "H", "H", "H", "H", "O", "O"], "positions_angstrom": [[1.57430, -1.24724, 0.73008], [0.28250, -1.76269, -0.16700], [-0.82763, 1.61342, -0.65092], [-1.93483, 2.18965, -0.83477], [2.01656, -0.76595, 2.49960], [0.45055, -1.24935, -1.21623], [0.37498, -2.83829, -0.15401], [-0.59597, -1.38943, 0.16256], [-0.77143, 0.53146, -0.40559], [0.12206, 2.17212, -0.50755], [-2.63384, 1.41767, -0.70415], [-1.99634, 3.31048, -1.04061], [2.48628, -0.63008, 0.25226], [1.45281, -1.35177, 2.03633]]}


d.
{"formula": "C4H8O2", "method": "wB97M-V/def2-TZVPD", "spin_multiplicity": 1, "lumo_energy_ha": 0.0327, "smiles": "C=CCC(O)O", "gap_ev": 10.68, "homo_energy_ev": -9.79, "species": ["O", "C", "C", "C", "C", "O", "H", "H", "H", "H", "H", "H", "H", "H"], "positions_angstrom": [[0.46275, -1.54701, 0.51584], [1.59195, 0.73313, -0.97459], [0.80766, 1.11088, 0.02548], [-0.61284, 0.64662, 0.11041], [-0.65787, -0.75538, 0.77498], [-1.82078, -1.45411, 0.41343], [0.42722, -1.83776, -0.40640], [1.17096, 0.22730, -1.84268], [2.66523, 0.88038, -0.96394], [1.23132, 1.60712, 0.89609], [-1.04990, 0.59645, -0.89870], [-1.24382, 1.32240, 0.69842], [-0.63825, -0.62495, 1.86114], [-2.31774, -0.92540, -0.21946]]}


Most stable structure: d


a.
{"formula": "CH3NO3S", "method": "wB97M-V/def2-TZVPD", "spin_multiplicity": 1, "lumo_energy_ha": -0.0663, "gap_ev": 8.16, "homo_energy_ev": -9.97, "species": ["C", "N", "O", "O", "O", "S", "H", "H", "H"], "positions_angstrom": [[-1.36745, 0.74801, 0.62608], [-0.14246, 0.39932, 1.11959], [1.90395, 0.93348, -0.33164], [4.03122, -0.30470, -0.31465], [-1.51452, 1.28878, -0.44267], [2.77882, -0.06214, 0.32373], [-2.09857, 0.56441, 1.28714], [-0.19883, 0.01952, 1.98386], [0.55729, 0.73197, 0.70511]]}


b.
{"formula": "CH3NO3S", "method": "wB97M-V/def2-TZVPD", "spin_multiplicity": 1, "lumo_energy_ha": 0.0179, "gap_ev": 11.56, "homo_energy_ev": -11.08, "species": ["C", "N", "O", "O", "O", "S", "H", "H", "H"], "positions_angstrom": [[0.35097, -0.49463, -1.13687], [1.04979, -0.15993, -0.16437], [-0.94658, -0.74105, -1.30667], [0.17389, 1.89807, 0.88897], [-1.17644, -0.08001, 1.24872], [0.14748, 0.50663, 1.07313], [0.91335, -0.52755, -2.15040], [-1.59669, -0.61635, -0.54026], [1.08424, 0.21483, 2.08775]]}


Most stable structure: a


a.
{"formula": "CH3NO3S", "method": "wB97M-V/def2-TZVPD", "spin_multiplicity": 1, "lumo_energy_ha": -0.0004, "smiles": "O=[N+]([O-])[C@@H](O)S", "gap_ev": 10.25, "homo_energy_ev": -10.26, "species": ["C", "N", "O", "O", "O", "S", "H", "H", "H"], "positions_angstrom": [[0.25810, -0.05031, 0.43881], [-1.24875, -0.03321, 0.16931], [-1.87242, 0.70750, 0.86763], [-1.62106, -0.73441, -0.70494], [0.82298, -1.18061, -0.12034], [0.85274, 1.58427, -0.25983], [0.55719, -0.12766, 1.56697], [0.49580, -1.05704, -1.07024], [1.75542, 0.89148, -0.88736]]}


b.
{"formula": "CH3NO3S", "method": "wB97M-V/def2-TZVPD", "spin_multiplicity": 1, "lumo_energy_ha": 0.0171, "smiles": "O=CN[SH](=O)=O", "gap_ev": 11.50, "homo_energy_ev": -11.04, "species": ["C", "N", "O", "O", "O", "S", "H", "H", "H"], "positions_angstrom": [[-1.00350, 0.16961, -0.98423], [-0.35749, 0.64154, 0.09712], [-1.41584, -0.96756, -1.13165], [2.02063, -0.07187, 0.16363], [0.78790, -0.23897, 2.24776], [0.78636, -0.39536, 0.84124], [-1.18456, 0.83452, -1.76836], [0.04339, 1.60603, -0.00007], [0.32312, -1.57794, 0.53457]]}


Most stable structure: b


a.
{"formula": "CH3NO3S", "method": "wB97M-V/def2-TZVPD", "spin_multiplicity": 1, "lumo_energy_ha": [-0.0215, -0.0333], "gap_ev": [8.57, 7.35], "homo_energy_ev": [-9.16, -8.26], "species": ["C", "N", "O", "O", "O", "S", "H", "H", "H"], "positions_angstrom": [[-2.47015, -0.54815, 0.27932], [0.39282, -0.42310, -0.63271], [-2.15604, 0.45925, 0.73273], [0.93662, 0.04999, 0.56238], [-2.66680, -1.53341, -0.24631], [2.75080, 0.93846, 0.24497], [0.85846, -1.29353, -0.90586], [0.24173, 0.71026, 0.70940], [2.11256, 1.64023, -0.74392]]}


b.
{"formula": "CH3NO3S", "method": "wB97M-V/def2-TZVPD", "spin_multiplicity": 1, "lumo_energy_ha": 0.0160, "gap_ev": 10.63, "homo_energy_ev": -10.19, "species": ["C", "N", "O", "O", "O", "S", "H", "H", "H"], "positions_angstrom": [[0.90088, 0.21080, 0.54919], [-0.40024, 0.57151, 0.66629], [-0.72696, -1.37343, -0.67282], [-0.90738, 0.80970, -1.76526], [1.48347, -0.45285, -0.26274], [-1.44552, 0.05759, -0.64037], [1.56669, 0.55122, 1.46922], [-0.77179, 0.86563, 1.47593], [0.30086, -1.24017, -0.81943]]}


c.
{"formula": "CH3NO3S", "method": "wB97M-V/def2-TZVPD", "spin_multiplicity": 1, "lumo_energy_ha": [-0.0406, -0.0406], "smiles": "NOC=S(=O)=O", "gap_ev": [8.32, 8.32], "homo_energy_ev": [-9.43, -9.43], "species": ["C", "N", "O", "O", "O", "S", "H", "H", "H"], "positions_angstrom": [[0.52931, -0.54018, -0.27103], [-0.91820, 1.12217, -1.43039], [0.93036, -2.37399, 1.61328], [1.02915, -0.02199, 2.42235], [0.23991, 0.79242, -0.64032], [0.59723, -0.97659, 1.46189], [0.02385, -1.26923, -0.83358], [-0.79119, 2.16924, -1.64001], [-1.64041, 1.09815, -0.68218]]}


Most stable structure: b


a.
{"formula": "C5H7OP", "method": "wB97M-V/def2-TZVPD", "spin_multiplicity": 1, "lumo_energy_ha": [-0.0253, -0.0239], "gap_ev": [7.14, 8.22], "homo_energy_ev": [-7.82, -8.87], "species": ["C", "C", "C", "C", "C", "O", "P", "H", "H", "H", "H", "H", "H", "H"], "positions_angstrom": [[0.87087, -0.48749, 0.14427], [2.15255, -0.42295, 0.42311], [0.32443, 0.60565, -0.65788], [0.52374, 1.91139, 0.06896], [-0.03197, -1.62100, 0.57467], [2.82589, 0.73207, 0.20816], [2.36529, 2.32512, 0.27319], [1.07989, 0.66071, -1.39813], [-0.64561, 0.46625, -1.11696], [0.09493, 2.74237, -0.48683], [-0.08802, 1.93571, 1.05834], [-0.89169, -1.10427, 1.29656], [0.36421, -2.41684, 1.15095], [-0.55103, -2.09091, -0.32780]]}


b.
{"formula": "C5H7OP", "method": "wB97M-V/def2-TZVPD", "spin_multiplicity": 1, "lumo_energy_ha": [0.0156, -0.0333], "gap_ev": [9.56, 6.75], "homo_energy_ev": [-9.13, -7.66], "species": ["C", "C", "C", "C", "C", "O", "P", "H", "H", "H", "H", "H", "H", "H"], "positions_angstrom": [[-0.44913, 0.28887, -2.29785], [0.40262, -0.70977, -1.60877], [-1.57592, 0.62379, -1.60171], [-0.13673, -1.24701, -0.48941], [1.02261, -1.39751, 2.30546], [1.47510, -0.16191, 2.51098], [-1.81360, -0.50920, -0.13970], [0.00910, 0.89012, -3.08630], [1.27348, -1.03691, -2.13316], [-2.43630, 1.29975, -1.80819], [1.71862, -1.96229, 1.65061], [-0.04331, -1.48420, 2.10154], [0.80477, 0.23687, 3.07996], [-1.28263, 0.11781, 0.88348]]}


Most stable structure: a